A molecular structure, C30H43BCl2N6SV. Source: the Open Molecules 2025 dataset; level of theory: ωB97M-V/def2-TZVPD.

⟨S²⟩ = 3.7579
energy relative to the best compared isomer or geometry (same formula, charge and spin) = 0.180 eV
spin multiplicity = 4
E_LUMO (alpha / beta) = 0.51 / 0.51 eV
frontier orbital gap (alpha / beta) = 7.792 / 8.227 eV

CARTESIAN COORDINATES (ANGSTROEM)
V1 -0.41 0.32 0.00
C1 1.65 -4.20 2.18
C2 0.90 -2.92 2.29
C3 0.21 -2.40 3.37
C4 -0.28 -1.16 2.94
N1 0.08 -0.96 1.67
N2 0.81 -2.03 1.28
B1 1.66 -1.92 0.00
N3 0.81 -2.03 -1.28
N4 0.08 -0.96 -1.67
C5 -0.28 -1.16 -2.94
C6 0.21 -2.40 -3.36
C7 0.90 -2.92 -2.29
C8 1.65 -4.20 -2.18
C9 -1.01 -0.11 -3.76
C10 -2.47 0.04 -3.32
C11 -0.99 -0.53 -5.23
C12 -0.29 1.23 -3.62
N5 2.40 -0.56 0.00
N6 1.76 0.65 0.00
C13 2.71 1.58 0.00
C14 3.97 0.98 0.00
C15 3.73 -0.38 0.00
C16 4.72 -1.50 0.00
C17 2.47 3.08 0.00
C18 3.12 3.67 -1.25
C19 3.12 3.67 1.25
C20 0.99 3.43 0.00
C21 -1.01 -0.11 3.76
C22 -0.99 -0.53 5.23
C23 -2.47 0.04 3.32
C24 -0.30 1.23 3.62
H1 1.51 -4.79 3.09
H2 2.72 -4.03 2.05
H3 1.31 -4.79 1.33
H4 0.10 -2.85 4.33
H5 2.46 -2.80 0.00
H6 0.10 -2.85 -4.33
H7 1.51 -4.79 -3.09
H8 1.31 -4.79 -1.33
H9 2.72 -4.03 -2.05
H10 -2.98 -0.93 -3.30
H11 -3.00 0.70 -4.02
H12 -2.54 0.49 -2.33
H13 -1.53 -1.47 -5.39
H14 0.04 -0.67 -5.59
H15 -1.47 0.24 -5.84
H16 -0.34 1.60 -2.59
H17 -0.78 1.98 -4.25
H18 0.75 1.15 -3.91
H19 4.93 1.46 0.00
H20 5.73 -1.09 0.00
H21 4.60 -2.13 -0.88
H22 4.61 -2.13 0.88
H23 4.19 3.47 -1.28
H24 2.98 4.76 -1.27
H25 2.67 3.26 -2.16
H26 4.19 3.47 1.28
H27 2.67 3.26 2.16
H28 2.98 4.75 1.27
H29 0.48 3.05 -0.89
H30 0.87 4.52 0.00
H31 0.48 3.05 0.89
H32 -1.53 -1.47 5.39
H33 -1.47 0.24 5.84
H34 0.04 -0.66 5.59
H35 -2.98 -0.93 3.30
H36 -2.54 0.49 2.33
H37 -3.00 0.70 4.02
H38 0.75 1.15 3.91
H39 -0.78 1.98 4.25
H40 -0.34 1.60 2.59
Cl1 -2.66 -1.00 0.00
C25 -3.96 0.18 0.00
C26 -5.24 -0.34 0.00
C27 -6.31 0.54 0.00
C28 -6.07 1.90 0.00
C29 -4.78 2.38 0.00
Cl2 -4.57 4.11 0.00
C30 -3.65 1.54 0.00
S1 -2.04 2.21 0.00
H41 -5.39 -1.41 0.00
H42 -7.33 0.16 0.00
H43 -6.89 2.61 0.00

=====

2 unconnected molecules or ions with the total composition C30H43Cl2IN5O2PS2 at a distorted geometry. Source: the Open Molecules 2025 dataset; level of theory: ωB97M-V/def2-TZVPD.

SMILES = CCNc1c(I)c2c(c(CCCSC(=S)n3ccnc3)c1/C(Cl)=C(/C)Cl)C(=O)N(P(CC)CC)C2=O.CCN(CC)CC
E_LUMO = -0.56 eV
frontier orbital gap = 7.425 eV

CARTESIAN COORDINATES (ANGSTROEM)
C1 5.27 3.08 0.14
C2 4.48 2.01 -0.60
N1 3.06 2.24 -0.37
C3 2.20 1.12 -0.60
C4 2.19 0.01 0.26
I1 3.38 -0.03 2.00
C5 1.38 -1.04 -0.06
C6 0.58 -1.00 -1.18
C7 0.53 0.09 -2.05
C8 -0.39 0.02 -3.25
C9 -1.34 1.21 -3.53
C10 -1.92 1.91 -2.29
S1 -3.75 1.89 -2.46
C11 -4.33 3.42 -1.93
S2 -5.83 3.88 -2.32
N2 -3.51 4.27 -1.15
C12 -3.05 5.50 -1.54
C13 -2.35 6.03 -0.51
N3 -2.36 5.14 0.55
C14 -3.05 4.10 0.14
C15 1.38 1.16 -1.74
C16 1.45 2.35 -2.62
Cl1 2.05 2.01 -4.23
C17 1.12 3.60 -2.32
C18 1.21 4.72 -3.31
Cl2 0.51 3.99 -0.77
C19 -0.19 -2.27 -1.23
O1 -1.14 -2.57 -1.88
N4 0.36 -3.15 -0.26
P1 0.97 -4.72 -0.84
C20 1.86 -4.49 -2.42
C21 0.92 -4.30 -3.61
C22 2.10 -5.41 0.43
C23 3.58 -5.54 -0.01
C24 1.12 -2.39 0.63
O2 1.50 -2.64 1.73
H1 4.92 4.04 -0.24
H2 5.04 3.06 1.20
H3 6.33 2.99 -0.04
H4 4.69 2.13 -1.66
H5 4.82 1.01 -0.32
H6 2.87 2.65 0.54
H7 0.26 -0.10 -4.11
H8 -0.99 -0.88 -3.22
H9 -2.18 0.79 -4.08
H10 -0.86 1.90 -4.23
H11 -1.64 2.95 -2.28
H12 -1.68 1.41 -1.36
H13 -3.22 5.98 -2.49
H14 -1.88 7.00 -0.49
H15 -3.26 3.24 0.75
H16 2.17 4.73 -3.80
H17 0.98 5.67 -2.84
H18 0.47 4.53 -4.09
H19 2.64 -3.71 -2.43
H20 2.40 -5.43 -2.57
H21 -0.06 -4.73 -3.40
H22 0.75 -3.24 -3.80
H23 1.32 -4.76 -4.51
H24 1.74 -6.42 0.59
H25 2.03 -4.92 1.40
H26 4.24 -5.54 0.86
H27 3.88 -4.76 -0.71
H28 3.70 -6.49 -0.51
C25 -4.35 -1.38 5.46
C26 -3.55 -0.84 4.28
N5 -2.16 -0.60 4.61
C27 -1.45 0.19 3.61
C28 -1.29 -0.41 2.21
C29 -1.43 -1.74 5.14
C30 -1.37 -3.02 4.29
H29 -4.24 -0.73 6.33
H30 -5.41 -1.41 5.19
H31 -4.05 -2.39 5.73
H32 -3.99 0.11 3.98
H33 -3.67 -1.53 3.43
H34 -0.47 0.45 4.00
H35 -1.98 1.14 3.51
H36 -0.55 -1.21 2.20
H37 -0.94 0.35 1.51
H38 -2.24 -0.80 1.82
H39 -1.86 -1.99 6.11
H40 -0.41 -1.42 5.37
H41 -2.35 -3.30 3.91
H42 -1.01 -3.85 4.91
H43 -0.68 -2.93 3.45

=====

A molecular structure, C30H43CoN4O4PS4. Source: the Open Molecules 2025 dataset; level of theory: ωB97M-V/def2-TZVPD.

⟨S²⟩ = 0.8576
spin multiplicity = 2
total charge = -2
E_LUMO (alpha / beta) = 3.62 / 3.62 eV
frontier orbital gap (alpha / beta) = 5.800 / 5.862 eV

CARTESIAN COORDINATES (ANGSTROEM)
Co1 -2.32 1.31 0.41
O1 -5.79 -1.88 5.50
C1 -4.55 -1.91 5.37
O2 -3.69 -2.56 5.98
C2 -4.02 -1.05 4.18
C3 -4.89 -0.28 3.43
C4 -4.41 0.44 2.35
N1 -3.13 0.41 1.98
C5 -2.27 -0.31 2.71
C6 -2.68 -1.04 3.81
C7 -0.84 -0.30 2.19
O3 0.03 -0.89 2.81
O4 -0.69 0.33 1.09
H1 -5.94 -0.26 3.70
H2 -5.07 1.06 1.75
H3 -1.95 -1.62 4.37
S1 -2.28 5.33 -1.36
C8 -2.10 3.88 -0.58
S2 -2.61 3.53 1.05
S3 -1.41 2.46 -1.28
C9 4.83 -0.35 -4.31
C10 4.15 1.00 -4.12
C11 3.53 1.11 -2.72
C12 3.05 -0.25 -2.18
C13 2.61 -1.12 -3.36
C14 3.80 -1.49 -4.25
P1 1.63 -0.01 -0.99
C15 1.56 -1.62 -0.04
C16 2.83 -2.48 0.16
C17 2.78 -3.78 -0.63
C18 1.60 -4.66 -0.20
C19 0.37 -3.81 0.18
C20 0.39 -2.47 -0.55
C21 2.33 1.07 0.34
C22 3.72 0.72 0.91
C23 4.29 1.88 1.74
C24 3.16 2.65 2.43
C25 2.28 3.35 1.38
C26 2.24 2.57 0.05
H4 5.57 -0.48 -3.51
H5 5.39 -0.39 -5.25
H6 3.38 1.11 -4.89
H7 4.86 1.82 -4.28
H8 2.68 1.80 -2.75
H9 4.25 1.54 -2.03
H10 3.91 -0.75 -1.70
H11 1.86 -0.55 -3.93
H12 2.09 -2.02 -3.02
H13 3.45 -1.73 -5.26
H14 4.28 -2.40 -3.86
H15 1.24 -1.27 0.94
H16 2.92 -2.73 1.22
H17 3.74 -1.93 -0.09
H18 3.72 -4.34 -0.52
H19 2.70 -3.55 -1.70
H20 1.90 -5.28 0.65
H21 1.35 -5.35 -1.01
H22 0.37 -3.60 1.25
H23 -0.54 -4.37 -0.02
H24 -0.53 -1.91 -0.38
H25 0.45 -2.64 -1.63
H26 1.59 0.88 1.12
H27 4.42 0.47 0.10
H28 3.63 -0.17 1.54
H29 4.84 2.58 1.09
H30 5.01 1.50 2.47
H31 3.55 3.37 3.15
H32 2.56 1.93 3.00
H33 2.67 4.36 1.19
H34 1.27 3.47 1.76
H35 3.07 2.88 -0.59
H36 1.32 2.80 -0.48
C27 -6.48 3.18 0.69
C28 -6.05 2.79 -0.72
C29 -5.49 1.40 -0.81
N2 -4.22 1.18 -0.80
N3 -3.88 -0.14 -0.89
C30 -4.91 -0.91 -0.91
N4 -4.82 -2.29 -0.98
S4 -6.43 -0.06 -0.91
H37 -6.92 4.18 0.68
H38 -5.61 3.22 1.34
H39 -7.21 2.49 1.10
H40 -5.26 3.45 -1.06
H41 -6.89 2.87 -1.42
H42 -3.87 -2.59 -0.79
H43 -5.49 -2.78 -0.41

=====

A molecular structure, C30H43N4O3PbS2Si at a distorted geometry. Source: the Open Molecules 2025 dataset; level of theory: ωB97M-V/def2-TZVPD.

total charge = +1
E_LUMO = -3.79 eV
frontier orbital gap = 6.357 eV

CARTESIAN COORDINATES (ANGSTROEM)
Pb1 -1.00 -2.12 -0.10
C1 -1.00 2.13 0.80
C2 -0.39 2.01 -0.38
C3 -1.27 1.24 -1.31
C4 -2.46 0.89 -0.47
C5 -2.29 1.43 0.75
H1 -0.63 2.65 1.67
H2 0.57 2.42 -0.68
H3 -1.56 1.84 -2.19
H4 -3.31 0.35 -0.85
H5 -2.99 1.38 1.57
S1 0.65 -3.65 -1.25
C6 2.12 -2.74 -0.73
N1 3.26 -2.90 -1.36
N2 3.32 -3.68 -2.38
C7 4.45 -3.75 -3.21
C8 4.39 -4.60 -4.32
C9 5.46 -4.66 -5.19
C10 6.59 -3.89 -4.96
C11 6.64 -3.05 -3.86
C12 5.58 -2.98 -2.98
N3 2.17 -1.92 0.32
N4 1.12 -1.56 0.92
C13 1.31 -0.81 2.10
C14 0.20 -0.24 2.70
C15 0.33 0.48 3.88
C16 1.58 0.62 4.47
C17 2.70 0.04 3.87
C18 2.57 -0.67 2.70
H6 2.49 -4.19 -2.66
H7 3.50 -5.20 -4.48
H8 5.41 -5.32 -6.05
H9 7.42 -3.94 -5.66
H10 7.52 -2.44 -3.69
H11 5.60 -2.33 -2.11
H12 -0.77 -0.35 2.24
H13 -0.54 0.92 4.35
H14 1.68 1.16 5.40
H15 3.67 0.15 4.33
H16 3.43 -1.14 2.24
C19 -4.41 -0.24 -5.42
C20 -4.32 0.03 -3.92
C21 -5.41 -0.73 -3.18
C22 -4.40 1.52 -3.63
O1 -3.06 -0.48 -3.41
Si1 -1.55 -0.32 -3.95
S2 -0.40 -0.23 -2.01
O2 -0.89 -1.47 -4.83
C23 -1.05 -2.82 -5.30
C24 0.34 -3.43 -5.33
C25 -1.64 -2.74 -6.70
C26 -1.98 -3.59 -4.37
O3 -1.31 1.12 -4.59
C27 -0.22 1.87 -5.19
C28 0.99 0.97 -5.44
C29 -0.76 2.43 -6.50
C30 0.14 2.99 -4.22
H17 -5.34 0.17 -5.82
H18 -4.38 -1.31 -5.62
H19 -3.57 0.24 -5.94
H20 -6.39 -0.40 -3.53
H21 -5.34 -0.54 -2.10
H22 -5.32 -1.80 -3.35
H23 -5.39 1.91 -3.90
H24 -3.64 2.05 -4.21
H25 -4.24 1.71 -2.57
H26 1.01 -2.80 -5.91
H27 0.31 -4.43 -5.76
H28 0.72 -3.49 -4.31
H29 -0.98 -2.17 -7.35
H30 -2.61 -2.25 -6.67
H31 -1.76 -3.74 -7.12
H32 -1.52 -3.70 -3.38
H33 -2.17 -4.59 -4.77
H34 -2.93 -3.07 -4.26
H35 0.74 0.18 -6.15
H36 1.32 0.51 -4.51
H37 1.81 1.56 -5.85
H38 -1.13 1.61 -7.13
H39 0.03 2.95 -7.04
H40 -1.58 3.12 -6.31
H41 0.60 2.58 -3.33
H42 -0.76 3.53 -3.94
H43 0.83 3.68 -4.69

=====

Repeat the third record exactly.
A molecular structure, C30H43CoN4O4PS4. Source: the Open Molecules 2025 dataset; level of theory: ωB97M-V/def2-TZVPD.

⟨S²⟩ = 0.8576
spin multiplicity = 2
total charge = -2
E_LUMO (alpha / beta) = 3.62 / 3.62 eV
frontier orbital gap (alpha / beta) = 5.800 / 5.862 eV

CARTESIAN COORDINATES (ANGSTROEM)
Co1 -2.32 1.31 0.41
O1 -5.79 -1.88 5.50
C1 -4.55 -1.91 5.37
O2 -3.69 -2.56 5.98
C2 -4.02 -1.05 4.18
C3 -4.89 -0.28 3.43
C4 -4.41 0.44 2.35
N1 -3.13 0.41 1.98
C5 -2.27 -0.31 2.71
C6 -2.68 -1.04 3.81
C7 -0.84 -0.30 2.19
O3 0.03 -0.89 2.81
O4 -0.69 0.33 1.09
H1 -5.94 -0.26 3.70
H2 -5.07 1.06 1.75
H3 -1.95 -1.62 4.37
S1 -2.28 5.33 -1.36
C8 -2.10 3.88 -0.58
S2 -2.61 3.53 1.05
S3 -1.41 2.46 -1.28
C9 4.83 -0.35 -4.31
C10 4.15 1.00 -4.12
C11 3.53 1.11 -2.72
C12 3.05 -0.25 -2.18
C13 2.61 -1.12 -3.36
C14 3.80 -1.49 -4.25
P1 1.63 -0.01 -0.99
C15 1.56 -1.62 -0.04
C16 2.83 -2.48 0.16
C17 2.78 -3.78 -0.63
C18 1.60 -4.66 -0.20
C19 0.37 -3.81 0.18
C20 0.39 -2.47 -0.55
C21 2.33 1.07 0.34
C22 3.72 0.72 0.91
C23 4.29 1.88 1.74
C24 3.16 2.65 2.43
C25 2.28 3.35 1.38
C26 2.24 2.57 0.05
H4 5.57 -0.48 -3.51
H5 5.39 -0.39 -5.25
H6 3.38 1.11 -4.89
H7 4.86 1.82 -4.28
H8 2.68 1.80 -2.75
H9 4.25 1.54 -2.03
H10 3.91 -0.75 -1.70
H11 1.86 -0.55 -3.93
H12 2.09 -2.02 -3.02
H13 3.45 -1.73 -5.26
H14 4.28 -2.40 -3.86
H15 1.24 -1.27 0.94
H16 2.92 -2.73 1.22
H17 3.74 -1.93 -0.09
H18 3.72 -4.34 -0.52
H19 2.70 -3.55 -1.70
H20 1.90 -5.28 0.65
H21 1.35 -5.35 -1.01
H22 0.37 -3.60 1.25
H23 -0.54 -4.37 -0.02
H24 -0.53 -1.91 -0.38
H25 0.45 -2.64 -1.63
H26 1.59 0.88 1.12
H27 4.42 0.47 0.10
H28 3.63 -0.17 1.54
H29 4.84 2.58 1.09
H30 5.01 1.50 2.47
H31 3.55 3.37 3.15
H32 2.56 1.93 3.00
H33 2.67 4.36 1.19
H34 1.27 3.47 1.76
H35 3.07 2.88 -0.59
H36 1.32 2.80 -0.48
C27 -6.48 3.18 0.69
C28 -6.05 2.79 -0.72
C29 -5.49 1.40 -0.81
N2 -4.22 1.18 -0.80
N3 -3.88 -0.14 -0.89
C30 -4.91 -0.91 -0.91
N4 -4.82 -2.29 -0.98
S4 -6.43 -0.06 -0.91
H37 -6.92 4.18 0.68
H38 -5.61 3.22 1.34
H39 -7.21 2.49 1.10
H40 -5.26 3.45 -1.06
H41 -6.89 2.87 -1.42
H42 -3.87 -2.59 -0.79
H43 -5.49 -2.78 -0.41